Below is an isolated molecule of C5H14N2O, with properties calculated with ωB97M-V with the def2-TZVPD basis set.

Element x y z (Å)
C -3.588 0.426 0.927
N -2.150 0.021 1.060
C -1.406 0.055 -0.197
C -0.214 -0.953 -0.029
N 1.014 -0.489 0.566
C 2.226 -0.655 -0.280
C 2.798 0.782 -0.613
O 3.498 0.502 -1.824
H -3.817 1.031 1.838
H -3.685 0.874 -0.059
H -4.215 -0.429 1.115
H -1.699 0.542 1.792
H -0.989 1.017 -0.439
H -2.084 -0.223 -1.040
H -0.056 -1.449 -0.996
H -0.715 -1.655 0.620
H 1.083 -0.876 1.490
H 1.978 -1.119 -1.246
H 2.984 -1.224 0.254
H 2.006 1.502 -0.818
H 3.450 1.015 0.231
H 3.583 1.305 -2.352

## Properties
multiplicity = 1
ΔE to the lowest compared entry with this formula, charge and spin = 70.9 kcal per mole
total charge = 0

Below is a cluster of 5 separate species, C39H57BrCl2I2N4O7 in total, with properties calculated with ωB97M-V with the def2-TZVPD basis set.

Element x y z (Å)
C -1.132 -4.836 3.072
C -0.299 -3.508 2.568
Cl 1.157 -3.003 3.653
C -0.611 -2.723 1.314
Cl -2.052 -3.261 0.220
C 0.371 -1.432 0.944
N 1.491 -1.676 -0.027
C 2.347 -0.464 -0.264
C 3.642 -0.659 -1.294
Br 3.896 -2.481 -2.145
C 4.683 0.559 -1.646
C 5.961 0.292 -2.648
C 7.002 -0.772 -1.890
O 7.549 -1.715 -2.686
N 7.276 -0.679 -0.379
C 8.762 -0.704 -0.087
C 6.517 -1.751 0.383
C 4.347 2.032 -0.928
N 5.323 3.159 -1.325
C 4.880 3.599 -2.579
O 4.437 3.721 -3.862
C 3.060 2.224 0.071
C 2.850 3.762 0.694
I 2.860 3.836 2.882
C 1.486 4.441 0.004
C 1.928 5.615 -1.087
I 0.119 5.344 1.454
C 2.024 0.965 0.442
N 0.917 1.286 1.408
C 0.135 0.022 1.634
C -1.128 0.127 2.725
C -2.605 0.093 2.015
C -2.806 1.148 0.776
C -3.464 0.377 -0.555
O -4.769 1.039 -0.889
H -1.367 -4.840 4.229
H -2.117 -5.041 2.442
H -0.429 -5.780 2.885
H 5.575 -0.276 -3.612
H 6.547 1.271 -2.931
H 9.076 -1.461 0.760
H 9.072 0.373 0.313
H 9.415 -0.909 -1.044
H 6.297 -2.618 -0.379
H 7.093 -2.195 1.302
H 5.480 -1.345 0.778
H 3.742 4.470 0.333
H 0.996 3.572 -0.633
H 1.117 6.449 -1.233
H 2.120 5.057 -2.113
H 2.944 6.148 -0.806
H -1.048 -0.705 3.567
H -1.020 1.163 3.291
H -3.386 0.415 2.858
H -2.950 -0.997 1.687
H -3.644 1.933 1.102
H -1.860 1.781 0.506
H -2.731 0.544 -1.453
H -3.719 -0.749 -0.341
H -4.772 1.029 -1.891
C -6.871 -6.174 2.624
C -6.052 -7.263 1.982
C -4.900 -6.484 1.385
O -4.691 -5.341 2.226
C -5.803 -5.228 3.126
H -7.532 -6.531 3.418
H -7.485 -5.675 1.864
H -5.679 -7.950 2.751
H -6.601 -7.848 1.239
H -5.144 -6.120 0.381
H -3.980 -7.073 1.328
H -5.455 -5.516 4.124
H -6.144 -4.190 3.162
C 2.919 3.659 -7.270
C 2.203 4.653 -8.147
C 0.989 4.996 -7.311
O 1.379 4.866 -5.937
C 2.652 4.208 -5.885
H 3.984 3.563 -7.492
H 2.456 2.670 -7.375
H 2.827 5.545 -8.282
H 1.945 4.263 -9.134
H 0.169 4.293 -7.494
H 0.626 6.011 -7.496
H 3.403 4.954 -5.603
H 2.632 3.427 -5.120
C -1.474 10.044 -2.303
C -0.077 10.609 -2.322
C 0.590 9.840 -1.203
O -0.044 8.555 -1.145
C -1.224 8.592 -1.960
H -2.013 10.173 -3.246
H -2.057 10.522 -1.507
H 0.405 10.373 -3.278
H -0.039 11.692 -2.178
H 0.438 10.332 -0.237
H 1.665 9.713 -1.365
H -1.026 8.000 -2.860
H -2.060 8.138 -1.420
C -4.205 -8.853 6.525
C -4.205 -10.338 6.268
C -5.523 -10.535 5.551
O -5.791 -9.323 4.831
C -4.873 -8.316 5.278
H -3.208 -8.436 6.688
H -4.819 -8.628 7.405
H -3.375 -10.599 5.601
H -4.119 -10.941 7.175
H -6.343 -10.689 6.261
H -5.500 -11.379 4.856
H -4.144 -8.149 4.478
H -5.411 -7.381 5.460

## Properties
multiplicity = 1
ΔE to the lowest compared entry with this formula, charge and spin = 501.1 kcal per mole
total charge = 0

Below is an isolated molecule of C4H8N2O2, with properties calculated with ωB97M-V with the def2-TZVPD basis set.

Element x y z (Å)
C 0.227 -1.054 1.754
N 0.019 -0.821 0.338
C 1.026 -0.533 -0.467
O 2.332 -0.802 -0.274
N 0.651 0.127 -1.555
C -0.606 0.502 -1.200
C -0.942 1.692 -0.356
O -1.598 0.171 -2.026
H 0.770 -0.242 2.257
H -0.746 -1.164 2.233
H 0.778 -1.987 1.940
H 2.434 -1.394 0.481
H -1.292 2.498 -1.003
H -1.728 1.428 0.350
H -0.075 2.050 0.194
H -1.251 -0.471 -2.666

## Properties
multiplicity = 1
ΔE to the lowest compared entry with this formula, charge and spin = 59.7 kcal per mole
total charge = 0

Below is a structure of composition C51H47BF4N4O6P2Rb, with properties calculated with ωB97M-V with the def2-TZVPD basis set.

Element x y z (Å)
Rb 1.556 -0.309 0.368
O 3.827 3.886 0.025
C 3.395 2.739 0.575
O 2.882 1.861 -0.070
C 3.623 2.686 2.058
C 3.836 3.838 2.798
C 4.033 3.698 4.164
C 4.061 2.430 4.713
C 3.866 1.340 3.874
N 3.614 1.461 2.578
C 3.973 -0.090 4.357
O 5.178 -0.574 4.092
O 3.065 -0.693 4.859
H 3.620 3.828 -0.921
H 3.833 4.805 2.318
H 4.176 4.570 4.788
H 4.229 2.276 5.769
C -6.835 0.019 -3.205
C -5.515 0.779 -3.018
C -5.566 2.088 -3.827
C -5.306 1.123 -1.549
C -6.336 1.611 -0.746
C -6.108 1.984 0.567
C -4.836 1.870 1.116
C -3.780 1.389 0.357
P -2.043 1.176 0.978
C -1.412 2.857 0.512
C -0.325 2.982 -0.346
C 0.160 4.237 -0.701
C -0.432 5.383 -0.195
C -1.515 5.269 0.669
C -1.998 4.018 1.015
C -2.253 1.349 2.762
C -1.136 1.942 3.507
C -1.457 2.119 4.929
C -2.361 1.304 5.543
C -3.162 0.398 4.816
C -3.106 0.478 3.433
C -4.050 1.038 -0.966
O -2.959 0.616 -1.678
C -3.135 -0.069 -2.844
C -2.010 -0.766 -3.288
C -2.109 -1.456 -4.486
C -3.301 -1.462 -5.198
C -4.402 -0.774 -4.716
C -4.346 -0.057 -3.523
P -0.490 -0.678 -2.239
C 0.802 -1.036 -3.480
C 1.523 0.075 -3.916
C 2.513 -0.053 -4.878
C 2.807 -1.302 -5.400
C 2.102 -2.417 -4.969
C 1.103 -2.284 -4.021
C -0.664 -2.265 -1.315
C 0.462 -3.021 -0.981
C 0.338 -4.172 -0.217
C -0.906 -4.568 0.250
C -2.028 -3.807 -0.054
C -1.909 -2.668 -0.834
H -7.680 0.618 -2.867
H -6.828 -0.915 -2.644
H -7.009 -0.209 -4.256
H -6.391 2.715 -3.482
H -5.706 1.875 -4.889
H -4.638 2.649 -3.708
H -7.333 1.712 -1.155
H -6.924 2.362 1.169
H -4.654 2.140 2.149
H 0.156 2.104 -0.762
H 0.997 4.316 -1.386
H -0.056 6.360 -0.473
H -1.981 6.159 1.075
H -2.831 3.926 1.703
H -0.744 2.850 3.055
H -0.861 2.818 5.502
H -2.499 1.390 6.617
H -3.871 -0.249 5.312
H -3.793 -0.133 2.850
H -1.249 -1.988 -4.871
H -3.369 -2.004 -6.132
H -5.319 -0.785 -5.291
H 1.310 1.047 -3.483
H 3.076 0.816 -5.196
H 3.612 -1.418 -6.113
H 2.365 -3.399 -5.336
H 0.584 -3.167 -3.670
H 1.445 -2.731 -1.336
H 1.222 -4.757 0.003
H -1.003 -5.461 0.854
H -3.001 -4.101 0.319
H -2.795 -2.089 -1.065
F 3.268 -4.005 -2.400
B 4.248 -2.999 -2.331
F 4.893 -2.840 -3.553
F 5.187 -3.363 -1.338
F 3.613 -1.786 -1.951
N 5.376 -3.052 3.034
C 4.189 -3.913 2.909
C 3.056 -3.112 2.281
N 3.411 -2.548 0.980
C 4.638 -1.756 1.083
C 5.783 -2.541 1.709
H 6.138 -3.591 3.427
H 5.137 -1.578 3.957
H 3.900 -4.260 3.904
H 4.413 -4.790 2.284
H 2.797 -2.294 2.954
H 2.161 -3.727 2.178
H 3.581 -3.287 0.303
H 4.426 -0.869 1.686
H 4.926 -1.435 0.085
H 6.657 -1.899 1.841
H 6.050 -3.360 1.031
O 0.584 -1.284 2.783
C 0.350 -0.162 3.103
N 0.200 0.994 3.346

## Properties
multiplicity = 1
total charge = -1

Below is an isolated molecule of C3H6O2, with properties calculated with ωB97M-V with the def2-TZVPD basis set.

Element x y z (Å)
O -1.569 -0.036 1.253
C -0.830 -0.755 0.662
C 0.669 -0.446 0.494
C 0.948 0.746 -0.407
O 0.528 0.510 -1.763
H -1.049 -1.710 0.141
H 1.123 -0.319 1.477
H 1.090 -1.285 -0.085
H 0.183 1.489 -0.113
H 1.900 1.271 -0.433
H 0.725 -0.405 -2.000

## Properties
multiplicity = 1
ΔE to the lowest compared entry with this formula, charge and spin = 37.6 kcal per mole
total charge = 0

Below is a structure of composition C26H14Cl5N4NaO2S4Se, with properties calculated with ωB97M-V with the def2-TZVPD basis set.

Element x y z (Å)
Na -0.118 0.130 -0.173
Se 1.236 -5.287 5.391
N 0.659 -5.373 3.695
C 0.496 -4.148 3.269
C 0.023 -3.799 1.941
C -0.253 -4.766 0.965
C -0.689 -4.358 -0.267
C -0.858 -2.985 -0.504
N -0.620 -2.065 0.416
C -0.162 -2.456 1.609
C 0.179 -1.388 2.576
N 0.033 -0.125 2.171
C 0.367 0.854 2.988
C 0.863 0.641 4.276
C 1.013 -0.658 4.710
C 0.665 -1.699 3.851
C 0.813 -3.099 4.230
N 1.223 -3.491 5.406
H -0.094 -5.811 1.197
H -0.871 -5.051 -1.076
H -1.218 -2.631 -1.461
H 0.250 1.854 2.586
H 1.131 1.481 4.901
H 1.400 -0.891 5.693
Cl -5.142 5.381 1.014
C -3.722 4.441 0.687
C -3.769 3.048 0.686
Cl -5.278 2.257 1.004
C -2.642 2.294 0.439
Cl -2.729 0.566 0.403
C -1.354 2.877 0.186
O -0.312 2.202 -0.010
C -1.369 4.313 0.176
Cl 0.144 5.087 -0.140
C -2.503 5.057 0.422
Cl -2.415 6.790 0.407
S -0.631 -2.869 -4.395
C 0.204 -1.893 -3.282
S -0.282 -0.261 -2.982
S 1.599 -2.529 -2.466
C 4.108 -0.516 -1.417
S 2.595 -0.157 -0.515
O 2.608 -1.009 0.716
C 3.157 1.457 0.091
C 3.125 2.555 -0.756
C 3.542 3.787 -0.286
C 3.953 3.929 1.034
C 3.947 2.833 1.882
C 3.548 1.589 1.411
H 4.941 -0.445 -0.719
H 4.202 0.203 -2.229
H 3.980 -1.514 -1.828
H 2.749 2.446 -1.767
H 3.510 4.649 -0.939
H 4.250 4.902 1.405
H 4.249 2.945 2.916
H 3.523 0.713 2.045

## Properties
multiplicity = 1
ΔE to the lowest compared entry with this formula, charge and spin = 15.5 kcal per mole
total charge = -2

| no. | HOMO level (hartree) |
| --- | --- |
| 1 | -0.3060 |
| 2 | -0.3049 |
| 3 | -0.3126 |
| 4 | -0.1270 |
| 5 | -0.3702 |
| 6 | -0.0127 |